The following is a DFT calculation (ωB97M-V with the def2-TZVPD basis set) of a molecular structure, C39H34HgN17OS2 in a non-equilibrium geometry.

XYZ file:
```
94
Properties=species:S:1:pos:R:3:lowdin_charge:R:1
Hg -0.159 -0.835 0.662 1.11
C -5.004 -0.523 -0.344 -0.14
C -3.673 -0.876 -0.264 -0.12
N -2.856 -0.334 0.625 0.09
C -3.336 0.575 1.467 -0.19
C -4.676 0.969 1.327 -0.08
N -5.508 0.425 0.448 0.06
C -2.428 1.159 2.498 -0.24
C -2.947 2.026 3.430 0.02
C -2.112 2.673 4.381 -0.17
C -0.746 2.292 4.322 0.02
C -0.315 1.350 3.417 -0.23
N -1.113 0.818 2.465 0.07
C 1.076 0.818 3.479 -0.18
C 1.958 1.125 4.516 -0.10
N 3.191 0.618 4.581 0.06
C 3.542 -0.248 3.646 -0.08
C 2.641 -0.619 2.645 -0.37
N 1.448 -0.067 2.547 0.15
C -2.606 3.626 5.329 -0.20
C -3.926 4.150 5.285 -0.05
C -4.338 5.090 6.203 -0.21
N -3.579 5.588 7.196 -0.01
C -2.334 5.083 7.253 -0.21
C -1.817 4.143 6.390 -0.05
H -5.681 -0.985 -1.053 0.09
H -3.241 -1.620 -0.932 0.09
H -5.101 1.758 1.931 0.10
H -4.009 2.207 3.449 0.08
H -0.040 2.760 4.988 0.08
H 1.675 1.767 5.335 0.09
H 4.529 -0.691 3.689 0.11
H 2.282 -1.825 1.201 -0.04
H -4.624 3.831 4.523 0.08
H -5.349 5.487 6.146 0.08
H -1.714 5.467 8.060 0.08
H -0.806 3.794 6.554 0.08
N 0.764 -4.232 1.906 0.14
C -0.408 -3.643 2.365 -0.52
N -1.189 -4.261 3.232 0.00
N -2.189 -3.381 3.472 -0.11
N -2.014 -2.301 2.793 -0.08
N -0.879 -2.434 2.060 -0.08
C 1.538 -3.816 0.839 -0.51
N 2.463 -4.593 0.291 0.03
N 3.021 -3.824 -0.664 -0.07
N 2.457 -2.659 -0.688 -0.07
N 1.494 -2.618 0.272 -0.10
H 0.844 -5.210 2.121 0.12
N -3.490 -4.962 -2.715 0.05
C -2.394 -4.180 -2.441 -1.02
N -2.143 -3.233 -3.374 0.09
S -1.489 -4.380 -1.071 0.62
H -3.785 -5.068 -3.672 0.08
H -3.569 -5.771 -2.127 0.07
H -2.849 -2.976 -4.043 0.10
H -1.446 -2.540 -3.159 0.06
C 0.292 -0.236 -5.066 -0.11
C 0.760 -1.126 -4.070 -0.10
C 0.542 -0.853 -2.747 -0.08
C -0.135 0.329 -2.335 -0.23
C -0.307 0.612 -0.950 -0.23
C -0.800 1.857 -0.630 -0.15
C -1.202 2.792 -1.614 -0.09
C -1.110 2.489 -2.945 -0.08
C -0.548 1.249 -3.338 -0.20
C -0.344 0.920 -4.706 -0.06
H 0.461 -0.462 -6.113 0.09
H 1.303 -2.019 -4.358 0.11
H 0.932 -1.516 -1.977 0.06
H -0.921 2.132 0.413 0.08
H -1.601 3.751 -1.299 0.09
H -1.437 3.186 -3.709 0.10
H -0.683 1.621 -5.463 0.10
C 5.566 -1.566 -6.243 -0.07
C 4.923 -0.931 -5.036 -0.30
C 4.289 0.301 -5.122 -0.07
C 3.725 0.907 -4.003 -0.10
C 3.798 0.286 -2.759 -0.54
C 4.395 -0.974 -2.669 -0.11
C 4.949 -1.562 -3.793 -0.05
S 3.139 0.956 -1.273 0.91
C 2.487 2.543 -1.813 -0.39
O 3.019 -1.569 1.792 0.05
H 5.014 -1.334 -7.156 0.07
H 5.607 -2.652 -6.137 0.07
H 6.591 -1.209 -6.379 0.07
H 4.216 0.801 -6.085 0.10
H 3.205 1.850 -4.119 0.09
H 4.378 -1.508 -1.724 0.08
H 5.399 -2.547 -3.703 0.11
H 3.263 3.134 -2.304 0.04
H 2.169 3.042 -0.900 0.04
H 1.622 2.414 -2.463 0.02
```

HOMO level (spin up / spin down) = -0.382 / -3.115 eV
multiplicity = 2
gap between HOMO and LUMO (spin up / spin down) = 4.14 / 6.87 eV
LUMO energy (spin up / spin down) = 3.76 / 3.76 eV
<S²> = 0.775
total charge = -2

The following is a DFT calculation (ωB97M-V with the def2-TZVPD basis set) of a molecular structure, C5H6O2 in a non-equilibrium geometry.

XYZ file:
```
13
Properties=species:S:1:pos:R:3:nbo_charge:R:1
C 0.551 0.589 1.197 -0.09
O 0.473 -0.834 1.146 -0.49
C 0.255 -1.157 -0.176 0.08
C -1.170 -0.506 -0.810 -0.02
O -1.497 0.607 0.004 -0.51
C -0.123 1.047 -0.085 0.07
C 0.222 -0.057 -1.116 -0.31
H 1.605 0.891 1.259 0.17
H 0.004 0.924 2.082 0.21
H 0.505 -2.177 -0.462 0.21
H -1.543 -1.483 -0.568 0.25
H 0.004 2.097 -0.352 0.21
H 0.741 0.032 -2.062 0.23
```

HOMO level = -7.710 eV
gap between HOMO and LUMO = 8.68 eV
LUMO energy = 0.97 eV
total charge = 0

The following is a DFT calculation (ωB97M-V with the def2-TZVPD basis set) of 2 unconnected molecules or ions with the total composition C5H5NOS in a non-equilibrium geometry.

XYZ file:
```
13
Properties=species:S:1:pos:R:3:nbo_charge:R:1
C 2.838 0.123 0.272 -0.25
C 1.996 0.889 -0.389 -0.18
C 1.055 1.625 -0.789 -0.10
S -0.068 2.517 -1.441 0.10
H 2.750 -0.019 1.341 0.22
H 3.630 -0.410 -0.233 0.21
C -2.508 -0.442 -0.290 -0.41
N -1.223 -0.826 0.141 -0.52
C -0.435 -1.079 0.984 0.86
O 0.479 -1.344 1.652 -0.55
H -2.409 -0.063 -1.308 0.22
H -3.172 -1.309 -0.287 0.21
H -2.933 0.337 0.348 0.21
```

HOMO level = -8.334 eV
gap between HOMO and LUMO = 7.12 eV
LUMO energy = -1.21 eV
total charge = 0